Molecular formula: C6H11Br2
Method: DFT, wB97M-V/def2-TZVPD

XYZ file:
```
19
Properties=species:S:1:pos:R:3:forces:R:3
Br 1.111 1.970 2.030 0.174 0.146 0.274
Br -2.834 0.636 -0.747 -2.998 -0.132 -1.429
C 1.202 -0.966 -0.028 0.104 -0.334 -0.093
C 1.188 0.291 -0.913 0.409 -0.373 -0.418
C -0.126 1.074 -0.980 -0.115 0.215 -0.029
C -1.227 0.790 0.082 2.402 0.699 1.670
C -1.010 -0.408 1.022 0.272 -0.003 -0.222
C -0.193 -1.479 0.330 0.325 0.003 0.132
H 1.706 -1.763 -0.591 0.131 0.175 0.329
H 1.790 -0.767 0.878 -0.210 -0.177 -0.038
H 2.016 0.955 -0.626 -0.219 -0.241 -0.126
H 1.388 -0.057 -1.941 0.109 0.324 0.337
H 0.100 2.148 -0.918 -0.147 -0.274 -0.197
H -0.551 0.888 -1.972 -0.045 0.169 0.266
H -1.264 1.675 0.735 -0.321 -0.231 -0.359
H -0.503 -0.007 1.920 0.038 -0.427 -0.078
H -1.959 -0.848 1.348 0.089 0.412 0.042
H -0.711 -1.763 -0.597 -0.004 -0.076 0.161
H -0.122 -2.370 0.967 0.007 0.126 -0.220
```
Forces are in eV/Å.

Properties
LUMO level (alpha / beta) = 0.7 / -3.8 eV
HOMO (alpha / beta) = -9.86 / -9.85 eV
Kohn-Sham gap (alpha / beta) = 10.6 / 6.1 eV
energy relative to the best compared isomer or geometry (same formula, charge and spin) = 21.8 kJ/mol
multiplicity = 2

=====

Molecular formula: C6H11Br2N2O2
Method: DFT, wB97M-V/def2-TZVPD

XYZ file:
```
23
Properties=species:S:1:pos:R:3:forces:R:3
C -1.280 -0.001 -0.238 -1.077 2.521 -0.058
C 0.260 -0.256 -0.308 1.096 -0.188 -2.246
C -1.733 0.126 1.229 -0.635 2.025 0.201
C 0.475 -1.724 -0.664 1.373 0.408 0.536
C 0.954 0.758 -1.268 -0.494 -0.150 1.482
C -2.243 1.431 1.766 2.024 -3.058 4.090
N 0.872 -0.057 1.045 -1.614 -0.425 -0.070
N 2.128 -0.094 1.218 -2.888 0.435 -0.466
O -0.162 -0.023 1.909 2.953 0.013 2.057
O 2.585 0.018 2.429 4.161 -0.673 -2.747
Br -2.820 -1.330 1.893 0.600 0.379 -0.388
Br -3.632 2.134 0.459 -2.778 1.678 -2.076
H -1.526 0.983 -0.814 0.745 -1.104 1.309
H -2.056 -0.611 -0.746 1.432 -0.707 0.151
H 1.375 -2.003 -1.171 1.100 0.735 -0.413
H -0.251 -2.008 -1.370 -1.402 -0.894 -0.164
H 0.621 -2.251 0.268 -1.117 -0.800 0.102
H 2.048 0.799 -1.177 -0.406 -0.600 -0.450
H 0.613 1.738 -0.981 -0.150 0.606 0.192
H 0.531 0.595 -2.229 0.286 -0.273 -1.110
H -1.575 2.320 1.965 -0.520 -1.080 -0.752
H -2.842 1.239 2.786 1.106 0.626 -2.277
H 2.047 0.140 3.139 -3.796 0.523 3.096
```
Forces are in eV/Å.

Properties
LUMO level (alpha / beta) = -3.8 / -8.2 eV
HOMO (alpha / beta) = -10.03 / -14.26 eV
Kohn-Sham gap (alpha / beta) = 6.2 / 6.1 eV
net charge = +1
multiplicity = 3

=====

Molecular formula: C6H11Br3Si
Method: DFT, wB97M-V/def2-TZVPD

XYZ file:
```
21
Properties=species:S:1:pos:R:3:forces:R:3
C -0.986 -1.708 -1.285 -2.254 1.535 1.728
C -0.050 -1.186 -0.509 1.063 -1.032 -0.385
C -0.912 0.029 -4.076 -0.492 0.333 0.219
C -1.439 1.002 1.128 1.303 -0.514 1.832
C 1.471 1.398 0.138 -1.864 -2.209 -3.060
C 0.747 -0.734 2.551 3.526 4.374 -1.656
Si 0.250 0.102 0.889 -0.498 0.865 -0.200
Br 1.596 -2.098 -1.054 0.931 0.286 0.590
Br 0.881 -0.224 -3.824 0.702 -0.151 -0.283
Br -1.454 1.439 -2.921 -0.230 0.051 -0.185
H -0.846 -2.401 -2.064 0.391 -0.765 -0.698
H -2.037 -1.446 -1.084 0.374 0.135 -0.200
H -2.011 0.337 1.850 -0.089 0.708 -1.510
H -1.285 1.936 1.727 0.021 -0.576 -0.661
H -1.805 1.256 0.135 -0.692 -0.249 0.296
H 1.535 1.206 -1.046 -0.570 0.693 2.470
H 1.197 2.397 0.368 -0.332 0.896 0.049
H 2.446 1.218 0.405 2.407 -0.340 1.026
H 1.416 -0.001 3.183 -1.520 -1.080 -1.120
H -0.081 -0.971 3.051 -3.346 -0.978 2.214
H 1.366 -1.551 2.438 1.168 -1.982 -0.467
```
Forces are in eV/Å.

Properties
LUMO level = -1.2 eV
HOMO = -9.42 eV
Kohn-Sham gap = 8.2 eV

=====

Molecular formula: C6H11BrSi
Method: DFT, wB97M-V/def2-TZVPD

XYZ file:
```
19
Properties=species:S:1:pos:R:3:forces:R:3
C 1.981 -0.488 1.439 -0.246 0.534 0.389
C 0.697 -0.455 1.107 -1.220 -0.052 -0.033
Si -0.155 0.219 -0.449 0.237 2.762 1.613
Br 1.613 0.387 -1.840 -0.468 0.125 -0.182
C -0.591 2.279 0.334 -3.728 -3.649 -1.690
C 0.298 3.066 0.827 3.248 0.736 -0.174
C -1.508 -0.956 -1.175 2.124 0.381 3.000
C -0.826 -2.290 -1.243 2.525 1.752 0.020
H 2.394 -0.953 2.332 -0.413 0.180 0.109
H 2.653 0.165 0.927 0.775 -0.365 -0.907
H -0.048 -0.722 1.861 0.161 -0.792 -0.035
H -1.702 2.531 0.413 1.505 -0.279 -0.209
H 0.134 4.065 1.225 -0.165 -0.256 0.115
H 1.365 2.753 0.672 -0.816 0.540 0.505
H -2.352 -1.100 -0.547 -0.709 0.348 1.182
H -1.947 -0.667 -2.035 -0.834 1.270 -3.249
H -1.374 -2.906 -1.811 -2.182 -2.530 -2.142
H 0.158 -2.224 -1.771 -0.472 -0.197 0.845
H -0.791 -2.702 -0.266 0.679 -0.508 0.843
```
Forces are in eV/Å.

Properties
LUMO level = 0.8 eV
HOMO = -9.22 eV
Kohn-Sham gap = 10.0 eV
SMILES = C=C[Si](Br)(C=C)CC
energy relative to the best compared isomer or geometry (same formula, charge and spin) = 178.2 kJ/mol

=====

Copy entry 3 word for word.
Molecular formula: C6H11Br3Si
Method: DFT, wB97M-V/def2-TZVPD

XYZ file:
```
21
Properties=species:S:1:pos:R:3:forces:R:3
C -0.986 -1.708 -1.285 -2.254 1.535 1.728
C -0.050 -1.186 -0.509 1.063 -1.032 -0.385
C -0.912 0.029 -4.076 -0.492 0.333 0.219
C -1.439 1.002 1.128 1.303 -0.514 1.832
C 1.471 1.398 0.138 -1.864 -2.209 -3.060
C 0.747 -0.734 2.551 3.526 4.374 -1.656
Si 0.250 0.102 0.889 -0.498 0.865 -0.200
Br 1.596 -2.098 -1.054 0.931 0.286 0.590
Br 0.881 -0.224 -3.824 0.702 -0.151 -0.283
Br -1.454 1.439 -2.921 -0.230 0.051 -0.185
H -0.846 -2.401 -2.064 0.391 -0.765 -0.698
H -2.037 -1.446 -1.084 0.374 0.135 -0.200
H -2.011 0.337 1.850 -0.089 0.708 -1.510
H -1.285 1.936 1.727 0.021 -0.576 -0.661
H -1.805 1.256 0.135 -0.692 -0.249 0.296
H 1.535 1.206 -1.046 -0.570 0.693 2.470
H 1.197 2.397 0.368 -0.332 0.896 0.049
H 2.446 1.218 0.405 2.407 -0.340 1.026
H 1.416 -0.001 3.183 -1.520 -1.080 -1.120
H -0.081 -0.971 3.051 -3.346 -0.978 2.214
H 1.366 -1.551 2.438 1.168 -1.982 -0.467
```
Forces are in eV/Å.

Properties
LUMO level = -1.2 eV
HOMO = -9.42 eV
Kohn-Sham gap = 8.2 eV